Below is C32H32BrN3OSiV as an isolated structure, with properties calculated with wB97M-V/def2-TZVPD.

Results
* energy above the lowest of the compared OMol25 structures with the same formula, charge and spin: 3.4 kcal/mol
* spin multiplicity: 3
* calculated total energy: -143826.1995 eV
* Kohn-Sham gap (spin up / spin down): 7.5 / 7.7 eV
* total charge: +1

CARTESIAN COORDINATES (ANGSTROEM)
1 V 0.426 -0.604 0.117
2 C 0.993 -0.098 4.435
3 Si 0.375 0.908 2.986
4 C -0.854 2.238 3.476
5 C 1.839 1.766 2.203
6 N -0.368 -0.141 1.761
7 C -1.579 -0.791 2.041
8 C -2.227 -0.823 3.276
9 C -3.449 -1.464 3.430
10 C -4.060 -2.093 2.359
11 C -3.436 -2.093 1.116
12 C -2.221 -1.458 0.992
13 O -1.506 -1.382 -0.202
14 C -1.957 -2.037 -1.361
15 C -2.514 -1.259 -2.358
16 C -2.919 -1.875 -3.534
17 C -2.770 -3.245 -3.689
18 C -2.212 -4.007 -2.670
19 C -1.797 -3.404 -1.492
20 H 1.699 0.493 5.024
21 H 1.524 -0.983 4.074
22 H 0.205 -0.435 5.108
23 H -0.321 3.080 3.924
24 H -1.607 1.908 4.191
25 H -1.376 2.614 2.590
26 H 2.218 2.482 2.939
27 H 1.569 2.339 1.313
28 H 2.660 1.090 1.963
29 H -1.777 -0.347 4.135
30 H -3.922 -1.472 4.403
31 H -5.011 -2.591 2.482
32 H -3.887 -2.579 0.261
33 H -2.635 -0.196 -2.197
34 H -3.356 -1.282 -4.327
35 H -3.089 -3.723 -4.606
36 H -2.095 -5.075 -2.793
37 H -1.350 -3.978 -0.693
38 C 4.402 1.028 -1.129
39 C 5.200 -0.104 -1.025
40 C 4.641 -1.288 -0.588
41 C 3.290 -1.341 -0.258
42 N 2.525 -0.228 -0.347
43 C 3.077 0.917 -0.779
44 C 2.606 -2.561 0.222
45 C 3.256 -3.795 0.287
46 C 2.588 -4.895 0.795
47 C 1.274 -4.771 1.232
48 C 0.615 -3.555 1.111
49 C 1.256 -2.438 0.582
50 H 4.798 1.975 -1.466
51 H 6.250 -0.062 -1.282
52 H 5.256 -2.171 -0.498
53 H 2.426 1.779 -0.822
54 H 4.280 -3.912 -0.043
55 H 3.091 -5.851 0.858
56 H 0.764 -5.627 1.654
57 H -0.415 -3.481 1.447
58 C -5.220 3.475 1.939
59 C -4.009 3.127 1.121
60 C -3.196 4.101 0.548
61 C -2.082 3.740 -0.195
62 C -1.859 2.384 -0.319
63 Br -0.274 1.807 -1.279
64 N -2.592 1.437 0.182
65 C -3.656 1.799 0.900
66 H -5.265 4.543 2.140
67 H -5.209 2.947 2.893
68 H -6.134 3.191 1.416
69 H -3.428 5.149 0.689
70 H -1.424 4.472 -0.640
71 H -4.238 0.986 1.322

Löwdin charges, unit e, in atom order: 0.84, -0.15, 0.44, -0.14, -0.17, -0.15, -0.29, -0.03, -0.07, -0.07, 0.00, -0.23, -0.15, -0.26, 0.00, -0.06, -0.07, -0.05, 0.00, 0.04, 0.04, 0.03, 0.04, 0.03, 0.02, 0.05, 0.01, 0.03, 0.08, 0.11, 0.11, 0.13, 0.10, 0.11, 0.11, 0.11, 0.11, -0.03, -0.02, 0.01, -0.20, 0.01, -0.15, -0.19, -0.03, -0.06, -0.07, -0.11, -0.13, 0.12, 0.12, 0.11, 0.05, 0.10, 0.11, 0.11, 0.10, -0.03, -0.24, -0.01, -0.08, -0.67, 0.88, 0.07, -0.06, 0.08, 0.09, 0.09, 0.13, 0.11, 0.13